74
Properties=species:S:1:pos:R:3 method="wB97M-V/def2-TZVPD" homo_ev="-6.11 / -8.12" molar_mass_da=796.088 orbital_gap_ev="6.423 / 6.400" spin_multiplicity=4
Au 6.53954 -15.82135 1.25605
N 3.81186 -16.98522 4.06080
C 4.70147 -17.92441 3.74717
N 5.33369 -17.87909 2.63565
C 6.36247 -18.82065 2.58197
C 6.52869 -19.53180 3.73574
S 5.36810 -19.06440 4.92425
C 7.14272 -18.93440 1.37578
C 7.77928 -20.03978 0.97993
S 8.55957 -19.77617 -0.50257
C 7.94758 -18.19414 -0.52664
N 7.24990 -17.84611 0.53434
N 8.13098 -17.43474 -1.59257
H 3.66719 -16.40149 3.24162
H 3.45188 -16.80549 4.93642
H 7.19277 -20.35885 3.88401
H 7.99908 -20.94525 1.50605
H 8.88192 -17.54726 -2.14244
H 7.54163 -16.64342 -1.74318
O 9.49528 -14.43093 1.21319
N 9.63019 -15.47059 0.24265
C 9.69581 -14.93363 -1.06516
C 10.63357 -15.29509 -1.94570
C 11.59889 -16.22668 -1.47875
C 11.43701 -16.90566 -0.28093
C 10.46030 -16.55581 0.58099
H 9.07408 -14.08528 -1.17421
H 10.76183 -14.74634 -2.88611
H 12.58591 -16.45452 -2.04867
H 12.13703 -17.68949 -0.02990
H 10.39469 -16.97297 1.60142
S 5.19253 -14.12499 -0.10188
C 5.83583 -14.50906 -1.54843
N 6.29494 -14.73639 -2.59142
C 9.24098 -11.48574 3.36413
Si 7.74991 -12.26700 2.46975
C 6.26298 -11.83942 3.67562
C 7.44448 -11.50559 0.74981
Si 8.15738 -14.52164 2.33213
Si 2.70033 -13.68561 2.70179
C 2.88277 -12.18243 1.61778
C 2.58283 -13.27472 4.58164
C 1.19913 -14.64469 2.00943
Si 8.68366 -15.56060 4.40923
C 9.31557 -17.36074 4.22418
C 7.04715 -15.43192 5.35475
C 10.08582 -14.79114 5.42299
H 9.11529 -10.39828 3.26736
H 10.17741 -11.80702 2.92907
H 9.23954 -11.76806 4.42392
H 6.13673 -10.70981 3.58683
H 6.40556 -12.07118 4.69500
H 5.35075 -12.35766 3.29833
H 7.97265 -12.00538 0.00847
H 7.74468 -10.44491 0.72852
H 6.38388 -11.69959 0.57321
H 2.14779 -11.35315 1.69296
H 2.78706 -12.60667 0.60191
H 3.93878 -11.91627 1.65016
H 3.62787 -12.91587 4.76156
H 2.27841 -14.09862 5.23282
H 1.83562 -12.50647 4.70710
H 1.19394 -14.89316 0.89780
H 0.20758 -14.13317 2.22209
H 1.03146 -15.59942 2.39993
H 8.86093 -18.01018 3.47456
H 9.19192 -17.92647 5.19042
H 10.38236 -17.43673 3.99792
H 6.87224 -14.35208 5.55731
H 6.90513 -15.99636 6.29674
H 6.20622 -15.66998 4.74595
H 11.00791 -15.18963 5.03965
H 9.89621 -15.21732 6.36848
H 10.18724 -13.68685 5.53667